Entry w
Density functional theory data (wB97M-V/def2-TZVPD) for a cluster of 2 separate species, CH4FN2O in total.

Gap between HOMO and LUMO (alpha / beta)   0.3349 / 0.3352 Ha
HOMO energy (alpha / beta)   -0.551 / -0.551 hartree
Net charge   +1

```
9
Properties=species:S:1:pos:R:3:nbo_charge:R:1
F -0.449 -0.381 -1.882 -0.241
O 2.213 0.407 0.477 -0.410
N 1.247 -0.478 0.599 -0.100
N -1.686 0.135 -0.039 -0.742
C -0.590 -0.135 -0.646 0.695
H 1.455 -1.247 -0.154 0.376
H -2.726 0.176 -0.456 0.461
H 2.143 1.132 1.187 0.514
H -1.607 0.392 0.916 0.447
```

---

Entry x
Density functional theory data (wB97M-V/def2-TZVPD) for a cluster of 2 separate species, CH4FN2O in total.

Gap between HOMO and LUMO   0.3213 Ha
HOMO energy   -0.514 hartree
Net charge   +1

```
9
Properties=species:S:1:pos:R:3:nbo_charge:R:1
F 0.826 1.229 0.280 -0.191
O -1.573 0.206 -0.393 -0.335
N 0.860 -0.947 -0.189 -0.664
N -2.205 1.180 -0.050 0.056
C 1.420 0.137 0.237 0.684
H 2.539 0.092 0.598 0.233
H 1.391 -1.826 -0.272 0.457
H -3.155 0.968 0.214 0.292
H -0.103 -1.039 -0.426 0.467
```

---

Which of them is most stable? Easy: entry x.